# 1
74
Properties=species:S:1:pos:R:3:lowdin_charge:R:1 method="wB97M-V/def2-TZVPD" e_tot_ha=-2575.50816 total_charge=+3 de_lowest_kj_mol=0.0
Ru 0.411 -0.185 -0.173 0.78
C 1.283 2.656 1.100 -0.15
P 0.176 2.073 -0.311 1.01
C -1.473 2.623 0.137 -0.38
C -2.580 1.787 0.000 -0.12
C -3.842 2.253 0.334 -0.06
C -4.003 3.548 0.808 -0.02
C -2.906 4.392 0.926 -0.03
C -1.644 3.936 0.587 -0.08
C 0.677 2.844 -1.853 -0.35
C 1.977 2.681 -2.346 -0.09
C 2.340 3.264 -3.545 -0.04
C 1.406 4.002 -4.267 -0.02
C 0.111 4.152 -3.793 -0.03
C -0.262 3.572 -2.590 -0.06
C 1.222 1.588 2.113 -0.20
C 1.315 1.509 3.583 0.13
C 1.063 0.221 3.933 0.08
C 0.819 -0.504 2.700 -0.17
C 0.316 -1.833 2.389 -0.15
P -1.083 -1.550 1.063 1.06
C -0.981 -2.432 -0.558 -0.36
C -1.629 -3.652 -0.753 -0.05
C -1.882 -4.129 -2.033 -0.01
C -1.502 -3.393 -3.144 -0.01
C -0.860 -2.169 -2.982 -0.04
C -0.583 -1.705 -1.707 -0.22
C -2.544 -2.062 1.958 -0.38
C -3.621 -1.179 2.045 -0.07
C -4.759 -1.564 2.736 -0.03
C -4.816 -2.815 3.336 -0.01
C -3.736 -3.689 3.258 -0.03
C -2.593 -3.317 2.576 -0.10
N 0.971 0.374 1.654 -0.11
H 0.997 3.636 1.479 0.11
H 2.305 2.758 0.712 0.11
H -2.470 0.789 -0.411 0.08
H -4.705 1.613 0.203 0.12
H -4.989 3.908 1.069 0.13
H -3.037 5.410 1.268 0.13
H -0.808 4.623 0.646 0.11
H 2.713 2.110 -1.797 0.07
H 3.347 3.150 -3.923 0.12
H 1.694 4.463 -5.202 0.13
H -0.610 4.727 -4.358 0.13
H -1.273 3.696 -2.224 0.11
H 1.534 2.343 4.232 0.15
H 1.030 -0.204 4.923 0.15
H -0.077 -2.342 3.267 0.11
H 1.084 -2.470 1.933 0.13
H -1.984 -4.218 0.097 0.11
H -2.410 -5.064 -2.155 0.13
H -1.713 -3.762 -4.138 0.13
H -0.567 -1.586 -3.846 0.13
H -0.137 -0.648 -1.844 0.07
H -3.571 -0.203 1.581 0.08
H -5.599 -0.888 2.811 0.12
H -5.705 -3.112 3.876 0.13
H -3.787 -4.658 3.734 0.13
H -1.754 -4.002 2.532 0.12
F 7.284 -1.276 -1.181 0.18
C 6.398 -2.252 -1.007 -0.60
F 6.694 -2.909 0.117 0.19
F 6.472 -3.098 -2.030 0.19
C 4.990 -1.686 -0.889 -0.05
C 4.781 -0.372 -0.503 0.06
C 3.484 0.078 -0.367 -0.11
N 2.410 -0.690 -0.608 -0.07
C 2.627 -1.963 -0.999 -0.08
C 3.893 -2.496 -1.139 0.06
H 5.611 0.292 -0.309 0.15
H 3.290 1.090 -0.048 0.08
H 1.755 -2.560 -1.226 0.11
H 4.012 -3.522 -1.458 0.15


# 2
84
Properties=species:S:1:pos:R:3:lowdin_charge:R:1 method="wB97M-V/def2-TZVPD" e_tot_ha=-3925.59223 total_charge=-1 de_lowest_kj_mol=71.2
W 0.207 0.810 0.569 1.64
C 1.358 -0.133 4.852 -0.01
C 1.037 0.520 3.553 -0.26
N 1.026 -0.084 2.421 -0.06
N 1.481 -1.381 2.403 0.12
C 1.495 -1.784 1.167 -0.44
O 1.115 -1.053 0.192 -0.24
C 2.028 -3.127 0.843 -0.12
C 2.139 -4.102 1.829 -0.02
C 2.653 -5.348 1.512 -0.09
C 3.062 -5.623 0.213 -0.10
C 2.948 -4.650 -0.771 -0.08
C 2.426 -3.404 -0.461 0.00
C 0.701 1.924 3.459 -0.22
C 0.684 2.757 4.568 0.00
C 0.333 4.080 4.410 -0.05
C 0.018 4.528 3.140 -0.03
C 0.071 3.645 2.080 -0.08
N 0.418 2.361 2.218 0.00
H 1.540 -1.189 4.693 0.07
H 0.503 -0.016 5.521 0.10
H 2.233 0.326 5.318 0.09
H 1.805 -3.872 2.832 0.11
H 2.729 -6.111 2.277 0.10
H 3.466 -6.598 -0.032 0.09
H 3.266 -4.858 -1.785 0.08
H 2.324 -2.638 -1.220 0.11
H 0.919 2.350 5.540 0.11
H 0.290 4.744 5.263 0.11
H -0.289 5.548 2.955 0.11
H -0.184 3.952 1.081 0.10
C -2.230 -0.293 -1.508 -0.01
C -1.134 0.710 -1.656 -0.31
N 0.124 0.323 -1.560 -0.11
N 1.085 0.939 -2.360 -0.02
C 2.178 1.270 -1.799 -1.05
S 2.508 1.331 -0.083 0.65
S 3.537 1.754 -2.818 0.88
C 3.063 0.984 -4.392 -0.44
C 3.134 -0.519 -4.373 -0.30
C 4.365 -1.169 -4.339 -0.06
C 4.436 -2.553 -4.330 -0.09
C 3.270 -3.309 -4.346 -0.12
C 2.039 -2.671 -4.361 -0.09
C 1.973 -1.284 -4.377 -0.05
C -1.424 2.083 -2.072 -0.13
C -2.314 2.480 -3.059 -0.03
C -2.435 3.820 -3.389 -0.11
C -1.661 4.759 -2.710 -0.10
C -0.789 4.383 -1.704 0.00
C -0.679 3.032 -1.355 -0.33
O 0.096 2.648 -0.360 -0.35
H -2.708 -0.402 -2.489 0.09
H -1.836 -1.256 -1.197 0.09
H -2.989 0.048 -0.805 0.08
H 2.062 1.324 -4.646 0.07
H 3.767 1.396 -5.118 0.07
H 5.275 -0.580 -4.308 0.11
H 5.401 -3.044 -4.304 0.10
H 3.323 -4.390 -4.340 0.09
H 1.125 -3.252 -4.347 0.10
H 1.015 -0.781 -4.363 0.10
H -2.898 1.734 -3.586 0.11
H -3.118 4.133 -4.168 0.09
H -1.747 5.808 -2.967 0.10
H -0.193 5.116 -1.175 0.11
O -3.562 2.916 2.074 -0.31
S -2.743 1.729 2.113 0.52
O -2.032 1.478 3.342 -0.28
O -1.853 1.696 0.906 -0.42
C -3.894 0.362 1.912 -0.22
C -5.225 0.715 1.737 -0.06
C -6.209 -0.258 1.622 -0.08
C -5.863 -1.595 1.681 -0.08
C -4.534 -1.956 1.842 -0.05
C -3.547 -0.988 1.961 -0.22
S -1.872 -1.597 2.107 0.51
O -1.434 -1.388 3.460 -0.28
O -1.910 -2.963 1.649 -0.30
O -1.173 -0.746 1.093 -0.47
H -5.474 1.766 1.699 0.10
H -7.241 0.038 1.484 0.10
H -6.622 -2.363 1.590 0.10
H -4.233 -2.995 1.858 0.11


# 3
91
Properties=species:S:1:pos:R:3:lowdin_charge:R:1 method="wB97M-V/def2-TZVPD" e_tot_ha=-4339.02435 s2=0.79 total_charge=0 multiplicity=2 de_lowest_kj_mol=50.9
O -29.905 -13.636 -29.767 -0.27
V -31.021 -14.361 -28.880 1.04
S -31.869 -16.935 -28.464 0.16
O -31.541 -17.920 -27.477 -0.30
O -30.632 -16.427 -29.039 -0.38
O -32.768 -17.431 -29.439 -0.29
O -32.281 -15.653 -27.923 -0.40
C -33.470 -16.059 -34.997 -0.08
C -32.734 -16.482 -33.978 -0.09
C -32.742 -15.808 -32.759 0.03
C -33.516 -14.611 -32.600 -0.07
C -34.165 -14.139 -33.769 -0.02
C -34.191 -14.840 -34.928 -0.06
N -33.397 -13.807 -31.355 -0.26
O -34.187 -12.894 -31.203 0.12
O -32.460 -14.104 -30.606 0.00
H -33.321 -16.526 -35.959 0.11
H -32.129 -17.360 -34.151 0.12
H -32.210 -16.179 -31.896 0.10
H -34.572 -13.138 -33.738 0.12
H -34.865 -14.585 -35.733 0.11
C -26.338 -11.186 -24.139 -0.07
C -26.263 -11.843 -25.370 -0.04
C -27.381 -11.755 -26.302 0.01
C -28.496 -10.980 -25.990 -0.17
C -28.649 -10.472 -24.644 0.02
C -27.551 -10.557 -23.765 -0.07
N -29.520 -10.875 -26.970 -0.31
O -29.479 -11.702 -27.853 0.06
O -30.371 -9.972 -26.804 0.07
H -25.573 -11.367 -23.398 0.10
H -25.356 -12.366 -25.635 0.10
H -27.282 -12.243 -27.260 0.11
H -29.536 -9.938 -24.336 0.11
H -27.562 -9.993 -22.844 0.10
C -25.208 -16.309 -31.738 -0.07
C -26.161 -15.463 -31.362 -0.07
C -26.262 -15.070 -30.005 0.06
C -25.360 -15.631 -29.038 -0.11
C -24.284 -16.445 -29.462 -0.01
C -24.225 -16.766 -30.807 -0.05
N -25.657 -15.522 -27.601 -0.32
O -26.669 -14.928 -27.304 0.04
O -25.051 -16.146 -26.722 0.07
H -25.270 -16.525 -32.794 0.10
H -27.006 -15.075 -31.912 0.10
H -27.051 -14.478 -29.565 0.11
H -23.622 -16.944 -28.770 0.11
H -23.395 -17.377 -31.130 0.10
C -27.891 -18.139 -24.359 -0.08
C -28.032 -17.075 -23.490 -0.07
C -28.514 -15.850 -24.000 0.03
C -28.889 -15.722 -25.418 -0.04
C -28.634 -16.854 -26.208 -0.03
C -28.121 -18.028 -25.718 -0.06
N -29.358 -14.326 -25.935 -0.26
O -29.565 -14.334 -27.117 -0.01
O -29.802 -13.521 -25.143 0.12
H -27.478 -19.058 -23.968 0.11
H -27.916 -17.357 -22.454 0.10
H -28.654 -14.967 -23.395 0.10
H -28.781 -16.894 -27.277 0.11
H -27.956 -18.920 -26.305 0.12
C -35.369 -10.416 -25.322 -0.08
C -35.024 -11.753 -25.509 -0.04
C -34.130 -12.087 -26.536 0.01
C -33.630 -11.124 -27.359 -0.13
C -33.913 -9.774 -27.122 0.01
C -34.785 -9.433 -26.087 -0.07
N -32.650 -11.474 -28.427 -0.29
O -32.154 -12.569 -28.274 -0.03
O -32.392 -10.693 -29.294 0.16
H -36.008 -10.144 -24.495 0.11
H -35.617 -12.481 -24.976 0.11
H -34.011 -13.128 -26.798 0.13
H -33.505 -9.001 -27.755 0.12
H -35.188 -8.439 -25.957 0.11
C -26.747 -17.558 -35.061 -0.08
C -27.078 -16.254 -35.597 -0.04
C -27.979 -15.431 -34.941 -0.01
C -28.630 -15.993 -33.845 -0.17
C -28.377 -17.327 -33.439 0.01
C -27.468 -18.172 -34.091 -0.07
N -29.533 -15.162 -33.093 -0.29
O -29.908 -14.065 -33.528 0.07
O -29.768 -15.445 -31.884 0.03
H -26.016 -18.214 -35.510 0.10
H -26.554 -15.751 -36.397 0.10
H -28.316 -14.479 -35.323 0.12
H -28.948 -17.692 -32.598 0.12
H -27.308 -19.141 -33.643 0.12


# 4
77
Properties=species:S:1:pos:R:3:lowdin_charge:R:1 method="wB97M-V/def2-TZVPD" e_tot_ha=-7743.03032 total_charge=0
C -0.125 2.513 0.835 -0.11
C -0.156 2.768 -0.769 -0.64
Br 0.966 4.225 -1.498 0.67
C -0.985 1.935 -1.600 -0.66
Br -1.077 2.132 -3.574 0.62
C -1.853 0.837 -0.790 -0.16
C -3.324 1.297 -0.459 0.05
C -4.240 0.330 0.366 -0.31
N -5.625 0.629 0.755 -0.24
S -5.987 -0.783 1.653 0.90
N -4.649 -1.835 1.642 -0.25
C -3.679 -1.057 0.855 -0.28
C -2.201 -1.483 0.471 0.05
C -1.253 -0.546 -0.346 -0.12
C 0.260 -0.998 -0.696 -0.20
C 0.957 -1.542 0.675 -0.73
C 2.538 -1.143 0.579 -0.19
I 0.907 -3.736 0.801 0.87
H -1.191 2.437 1.280 0.10
H 0.420 3.365 1.365 0.08
H 0.352 1.479 1.027 0.07
H -3.721 2.322 -0.793 0.12
H -1.835 -2.495 0.850 0.06
H 0.216 -1.836 -1.494 0.11
H 0.784 -0.059 -1.098 0.11
H 0.423 -1.025 1.545 0.09
H 2.680 -0.082 0.161 0.06
H 2.977 -1.238 1.638 0.08
H 3.045 -1.940 -0.070 0.06
F -2.532 -3.638 -5.293 0.06
C -3.364 -3.261 -4.310 -0.29
C -4.509 -4.003 -4.064 -0.02
C -5.368 -3.614 -3.041 -0.08
C -5.078 -2.482 -2.283 -0.09
C -3.929 -1.740 -2.542 -0.08
C -3.063 -2.136 -3.558 -0.01
H -4.722 -4.876 -4.669 0.11
H -6.263 -4.193 -2.835 0.10
H -5.752 -2.177 -1.488 0.09
H -3.706 -0.858 -1.953 0.06
H -2.159 -1.576 -3.768 0.11
F 1.362 1.809 2.790 0.02
C 2.639 2.204 2.937 -0.28
C 3.481 2.209 1.836 -0.02
C 4.801 2.623 1.987 -0.07
C 5.266 3.015 3.240 -0.09
C 4.413 3.001 4.340 -0.08
C 3.090 2.598 4.187 -0.01
H 3.103 1.893 0.871 0.09
H 5.466 2.639 1.130 0.11
H 6.297 3.333 3.358 0.10
H 4.778 3.303 5.316 0.11
H 2.409 2.589 5.031 0.12
F -0.186 -6.729 0.803 -0.02
C 0.213 -7.810 0.113 -0.29
C -0.325 -9.050 0.418 -0.02
C 0.085 -10.168 -0.301 -0.08
C 1.036 -10.035 -1.310 -0.10
C 1.573 -8.785 -1.605 -0.08
C 1.156 -7.664 -0.893 -0.02
H -1.058 -9.136 1.212 0.12
H -0.335 -11.143 -0.075 0.10
H 1.359 -10.909 -1.867 0.10
H 2.317 -8.683 -2.388 0.11
H 1.557 -6.682 -1.115 0.10
F 0.519 6.761 1.770 0.06
C 1.145 7.778 1.158 -0.29
C 1.298 7.754 -0.220 -0.03
C 1.942 8.811 -0.855 -0.08
C 2.436 9.875 -0.104 -0.10
C 2.281 9.887 1.280 -0.09
C 1.627 8.835 1.914 -0.02
H 0.914 6.913 -0.786 0.04
H 2.060 8.805 -1.933 0.11
H 2.942 10.697 -0.599 0.10
H 2.669 10.714 1.864 0.10
H 1.490 8.832 2.989 0.12